Record 1
Formula: C16H13ClFN3O3S2
Source: OMol25
Level of theory: ωB97M-V/def2-TZVPD

Output
LUMO energy: 0.1657 eV
E_tot: -2363.96198 hartree
2S+1: 1
SMILES string: Cc1onc(-c2c(F)cccc2Cl)c1C(=O)NC(=S)N[C@@H]1CCSC1=O

Last column: Mulliken charge in e.
Atoms and positions in Å:
C -3.893 2.272 -1.011  -1.3086
C -2.455 2.538 -1.214  -0.1662
C -1.333 1.762 -0.983  1.2138
C -0.258 2.615 -1.395  -0.7934
N -0.725 3.757 -1.815  -0.6529
O -2.072 3.716 -1.702  -0.1721
C 1.185 2.325 -1.399  -0.7774
C 1.762 1.597 -2.438  1.4334
C 3.108 1.291 -2.463  -0.7276
C 3.909 1.727 -1.421  -0.3802
C 3.373 2.458 -0.375  -0.6605
C 2.020 2.757 -0.367  1.1694
Cl 1.331 3.643 0.943  -0.1900
H 3.996 2.793 0.439  0.4347
H 4.961 1.490 -1.421  0.3969
H 3.507 0.718 -3.283  0.4560
F 0.965 1.163 -3.431  -0.3186
C -1.312 0.404 -0.438  1.1497
O -2.322 -0.255 -0.251  -0.8678
N -0.054 -0.061 -0.157  0.0879
C 0.313 -1.292 0.347  0.7269
N -0.662 -2.166 0.615  -0.0774
C -0.430 -3.414 1.273  -0.3667
C -0.993 -4.623 0.532  -0.8224
C -0.964 -5.765 1.532  -0.6028
H -1.640 -6.578 1.278  0.4273
H 0.043 -6.158 1.670  0.3225
S -1.511 -5.046 3.126  -0.1566
C -1.055 -3.408 2.671  0.2843
O -1.223 -2.443 3.354  -0.5362
H -0.400 -4.860 -0.350  0.3333
H -2.019 -4.412 0.222  0.3422
H 0.660 -3.512 1.402  0.3997
H -1.617 -1.825 0.499  0.3189
S 1.927 -1.586 0.523  -0.4753
H 0.736 0.552 -0.330  -0.4306
H -4.398 2.226 -1.975  0.3180
H -4.343 3.078 -0.435  0.3567
H -4.015 1.324 -0.496  0.3119

Cartesian forces, eV/Å:
-0.1 0.2 0.0
0.7 -0.8 0.3
-0.6 0.8 -0.3
-0.8 0.0 -0.1
1.4 0.2 -0.2
-0.9 -0.3 0.2
0.2 0.3 -0.3
0.1 0.0 0.2
-0.2 0.0 -0.1
-0.2 0.1 0.0
0.0 0.1 0.1
0.1 -0.2 -0.2
0.1 0.0 0.1
0.0 0.0 0.1
0.1 0.0 0.0
0.0 -0.1 -0.1
0.1 0.1 0.2
0.0 0.0 0.0
-0.2 -0.1 0.0
-0.2 0.2 0.0
0.1 -0.4 0.0
-0.3 0.5 -0.1
0.1 -0.1 -0.1
0.1 0.2 0.0
-0.1 0.0 0.4
0.0 0.0 0.0
0.0 0.0 -0.1
-0.1 -0.4 0.0
0.1 -0.1 -0.1
0.0 0.2 0.1
0.0 0.0 0.0
0.0 0.0 0.0
-0.3 -0.1 0.0
0.2 0.0 0.0
0.6 0.0 0.1
-0.1 -0.3 0.1
-0.1 0.0 0.0
0.0 0.0 0.0
0.0 0.0 0.0

=====

Record 2
Formula: C16H13FIrNO7
Source: OMol25
Level of theory: ωB97M-V/def2-TZVPD

Output
LUMO energy: -1.1046 eV
E_tot: -1403.00092 hartree
2S+1: 1

Last column: Mulliken charge in e.
Atoms and positions in Å:
Ir -0.555 0.665 -0.642  2.2735
C 5.914 -1.027 -1.768  -0.8122
O 5.091 -2.159 -2.020  -0.4384
C 3.774 -2.041 -1.806  1.0490
C 3.012 -3.203 -2.067  -1.0853
C 1.673 -3.172 -1.860  -1.0385
C 0.978 -2.014 -1.404  0.0272
C -0.418 -2.105 -1.148  1.3964
C -1.193 -3.389 -1.162  -1.4126
O -1.195 -1.138 -0.869  -0.7828
C 1.769 -0.849 -1.169  0.7829
O 1.330 0.310 -0.745  -1.0276
C 3.160 -0.892 -1.368  -0.5556
H 6.928 -1.339 -1.997  0.2336
H 5.850 -0.725 -0.721  0.3410
H 5.633 -0.191 -2.411  0.3378
H 3.516 -4.091 -2.419  0.4428
H 1.116 -4.072 -2.065  0.2198
H -0.622 -4.268 -1.426  0.3722
H -2.036 -3.278 -1.844  0.3635
H -1.589 -3.517 -0.154  0.3274
H 3.706 0.016 -1.161  0.4646
O -0.107 -1.747 1.592  -0.6863
C -0.073 -0.609 2.036  0.6667
O -0.244 0.481 1.361  -0.8928
C 0.141 -0.380 3.514  0.1300
C 0.141 0.899 4.059  -0.3406
C 0.343 1.079 5.417  -0.5174
C 0.544 -0.039 6.206  0.1276
C 0.549 -1.323 5.690  -0.5456
C 0.345 -1.486 4.331  -0.3805
N 0.760 0.145 7.654  0.9902
O 0.997 -0.845 8.316  -0.6058
O 0.814 1.283 8.074  -0.6067
H -0.018 1.750 3.412  0.3932
H 0.347 2.060 5.868  0.4731
H 0.711 -2.163 6.348  0.4716
H 0.341 -2.469 3.882  0.4454
F -1.195 1.210 -2.382  -0.6006

Cartesian forces, eV/Å:
-0.1 -0.2 0.6
0.0 0.0 0.0
0.0 0.0 0.0
0.0 0.0 0.0
0.0 0.0 0.0
0.0 0.0 0.0
0.1 0.0 0.1
-0.2 0.1 0.0
0.0 0.0 0.0
0.1 0.0 -0.3
0.0 0.0 0.0
0.0 0.0 0.0
0.0 0.0 0.0
0.0 0.0 0.0
0.0 0.0 0.0
0.0 0.0 0.0
0.0 0.0 0.0
0.0 0.0 0.0
0.0 0.0 0.0
0.0 0.0 0.0
0.0 0.0 0.0
0.0 0.0 0.0
0.2 0.0 0.0
-0.2 -0.2 0.0
0.1 0.3 -0.1
0.1 0.0 0.0
0.0 0.0 0.0
0.0 0.0 0.0
-0.3 0.0 0.0
0.0 0.0 0.0
0.0 0.0 0.0
1.0 0.1 -0.2
-0.3 -0.1 0.1
-0.3 0.0 0.1
0.0 0.0 0.0
0.0 0.0 0.0
0.0 0.0 0.0
0.0 0.0 0.0
0.0 0.0 -0.2

=====

Record 3
Formula: C16H13FN3O7S2
Source: OMol25
Level of theory: ωB97M-V/def2-TZVPD

Output
LUMO energy: 2.2417 eV
E_tot: -2204.71927 hartree
Net charge: -1
2S+1: 1

Last column: Mulliken charge in e.
Atoms and positions in Å:
C -0.648 -5.244 -0.163  -0.3798
C -1.022 -4.940 -1.476  -0.4976
C -1.626 -3.716 -1.767  -0.4254
C -1.831 -2.806 -0.728  0.4652
S -2.678 -1.250 -1.059  1.2243
N -1.228 -0.185 -1.414  -0.1506
F -0.545 -0.024 -0.080  -0.0778
S -1.924 1.468 -1.826  1.2012
C -0.395 2.349 -2.188  0.4326
C 0.265 2.968 -1.133  -0.3017
C 1.420 3.698 -1.399  -0.4789
C 1.896 3.811 -2.705  -0.4618
C 1.240 3.150 -3.749  -0.4847
C 0.083 2.412 -3.497  -0.3997
O -2.655 1.360 -3.053  -0.6189
O -2.505 2.033 -0.628  -0.5727
O -3.428 -1.407 -2.278  -0.6254
O -3.281 -0.792 0.167  -0.5697
C -1.420 -3.073 0.574  -0.4155
C -0.842 -4.309 0.855  -0.5750
H -0.203 -6.213 0.064  0.3586
H -0.845 -5.653 -2.277  0.3579
H -1.919 -3.448 -2.780  0.4048
H -0.108 2.853 -0.118  0.3422
H 1.949 4.159 -0.570  0.3117
H 2.782 4.411 -2.910  0.3592
H 1.630 3.205 -4.762  0.3534
H -0.437 1.872 -4.286  0.4064
H -1.527 -2.318 1.351  0.3632
H -0.540 -4.527 1.876  0.4078
C 1.429 0.219 2.249  -0.4336
C 2.244 1.380 2.280  0.0953
O 2.797 1.907 1.317  -0.7348
N 2.448 1.943 3.553  -0.0307
C 1.892 1.533 4.754  0.3035
O 2.022 2.138 5.805  -0.6943
N 1.178 0.354 4.621  -0.0557
C 0.916 -0.362 3.439  0.3862
O 0.303 -1.422 3.523  -0.7465
H 1.344 -0.331 1.329  0.5200
H 2.987 2.795 3.609  0.2182
H 0.781 0.003 5.481  0.2191

Cartesian forces, eV/Å:
-0.2 0.3 0.0
-0.1 0.2 0.1
0.1 0.1 0.1
0.0 0.4 -0.1
0.4 -0.9 1.2
-0.7 0.4 1.2
-1.6 -0.1 -2.5
1.1 1.3 1.1
-0.2 -0.3 0.2
0.0 -0.1 0.1
0.0 0.0 -0.1
-0.3 -0.1 0.1
-0.2 -0.1 0.1
0.1 -0.1 0.1
0.2 -0.6 0.4
0.5 -0.7 -1.2
0.7 0.5 0.5
0.4 -0.3 -1.1
0.0 0.1 0.0
0.0 0.0 -0.1
-0.1 0.3 -0.1
-0.1 0.1 0.2
0.0 -0.1 0.2
0.1 0.1 -0.2
0.0 -0.1 -0.1
-0.2 -0.2 0.1
-0.1 0.0 0.2
0.1 0.2 0.1
0.0 -0.2 -0.1
0.0 0.1 -0.2
0.3 0.3 0.8
-0.7 -1.3 -0.1
0.4 0.7 -0.5
-0.1 0.5 1.2
-0.2 -0.7 -1.4
0.1 0.0 0.1
0.2 0.8 1.0
0.7 0.5 -1.2
-0.6 -0.7 0.3
-0.1 0.0 -0.1
-0.1 -0.1 -0.2
0.0 -0.1 -0.2

=====

Record 4
Formula: C16H13FN4O
Source: OMol25
Level of theory: ωB97M-V/def2-TZVPD

Output
ΔE to the lowest compared entry with this formula, charge and spin: 0.139 eV
LUMO energy: 0.7382 eV
E_tot: -1011.61816 hartree
2S+1: 1
SMILES string: O=C1NCCN1c1ccc(-c2c[nH]c3cc(F)ccc23)cn1

Last column: Mulliken charge in e.
Atoms and positions in Å:
O 1.580 2.027 4.119  -0.5557
F -1.722 -0.624 -6.790  -0.3223
N 1.253 -0.212 0.779  -0.5079
C 2.109 0.994 3.964  0.2293
C -1.732 0.298 -1.345  0.3931
C -2.962 0.894 -1.310  -1.0912
C 0.385 -0.080 -0.237  -0.8355
C 0.951 0.029 2.092  0.1566
C -0.415 0.383 2.348  -0.2492
C -0.640 -0.946 -4.745  -0.8379
C -1.354 0.510 1.302  -0.6313
C -0.551 -0.767 -3.374  -0.1913
C -2.798 0.149 -4.781  -1.0696
C -1.765 -0.448 -5.489  0.4218
C -0.920 0.266 -0.021  1.2036
C -1.514 -0.110 -2.664  1.1131
C -2.583 0.269 -3.424  0.0067
N -3.446 0.865 -2.628  -0.0600
N 3.252 0.662 4.681  -0.2931
N 1.885 -0.095 3.072  0.2251
C 3.678 -0.716 4.390  -0.4192
C 2.948 -1.026 3.070  -0.5257
H -3.618 1.311 -0.508  0.2886
H 0.813 -0.142 -1.244  0.2787
H -0.761 0.437 3.381  0.3678
H 0.127 -1.524 -5.237  0.4191
H -2.438 0.764 1.467  0.2292
H 0.390 -1.271 -2.912  0.1793
H -3.644 0.526 -5.299  0.4413
H -4.187 1.485 -2.967  0.2545
H 3.191 0.932 5.626  0.2578
H 4.866 -0.650 4.204  0.2621
H 3.334 -1.449 5.221  0.2574
H 3.661 -0.675 2.252  0.2778
H 2.626 -2.063 3.007  0.3275

Cartesian forces, eV/Å:
-2.5 2.2 -0.3
-0.6 0.1 -1.1
1.3 0.2 1.3
2.5 -2.7 0.1
-0.9 1.3 4.9
-1.1 0.4 -1.1
1.5 0.2 1.9
-3.6 0.0 -4.3
-0.1 -0.3 0.0
-0.9 0.3 -0.1
0.1 -0.2 -0.3
3.6 -2.4 -0.6
1.9 -1.0 -2.0
1.2 -0.3 3.0
-1.0 -0.4 -2.3
1.4 -0.8 -0.4
-1.2 0.7 -1.1
-2.8 2.1 2.4
0.1 -1.5 -1.1
-1.2 1.7 1.5
1.7 0.0 0.9
2.5 0.9 -0.9
1.1 -0.4 -0.8
-0.2 -0.3 0.5
0.1 0.3 -0.3
0.0 0.1 -0.2
1.4 -0.3 0.2
-1.9 1.1 -0.6
-0.8 0.3 -0.1
0.4 -0.7 0.4
0.2 0.5 1.1
-2.8 -0.9 0.8
1.0 1.1 -1.2
-0.8 -1.3 0.6
0.1 0.1 -0.4

=====

Record 5
Formula: C16H13N4O9PS
Source: OMol25
Level of theory: ωB97M-V/def2-TZVPD

Output
ΔE to the lowest compared entry with this formula, charge and spin: 1.728 eV
LUMO energy: -1.5161 eV
E_tot: -2253.17713 hartree
2S+1: 1
SMILES string: O=C(O)C1=NN(c2ccc(S(=O)(=O)O)cc2)C(=O)[C@H]1/N=N/c1cccc(P(=O)(O)O)c1

Last column: Mulliken charge in e.
Atoms and positions in Å:
O 2.277 1.389 -3.861  -0.5539
O -2.472 -0.247 -0.952  -0.6609
O 0.182 4.154 5.771  -0.7004
O -1.797 -7.190 0.099  -0.6003
O 0.366 -7.648 -1.110  -0.6238
N 0.575 -0.552 -2.632  -0.9349
N 0.687 1.930 -0.072  -0.0659
N -0.524 2.022 -0.622  -0.2954
O 0.683 2.988 -3.419  -0.4380
O -1.916 3.378 4.466  -0.4945
O -1.092 5.682 4.375  -0.4537
O -1.881 -7.535 -2.337  -0.4577
C 1.228 1.742 -3.289  0.2424
C -1.336 -0.136 -1.511  0.0430
C 0.443 0.774 -2.518  0.4540
C 2.979 3.632 2.316  -0.7077
C 2.479 2.975 1.143  -0.2741
C -1.699 -3.108 -1.409  -0.3586
C 0.596 -3.230 -1.933  -0.3448
C 2.085 4.098 3.337  -0.5697
C 0.274 3.040 2.039  0.4598
C -1.837 -4.450 -1.116  -0.9543
C 0.458 -4.598 -1.849  -0.5399
C 1.127 2.604 1.017  -0.3780
C -0.519 -2.468 -1.876  0.5935
C 0.640 3.757 3.154  0.0821
C -0.689 -5.182 -1.352  0.4754
N -0.553 -1.087 -2.008  0.6624
C -0.777 1.191 -1.805  0.7241
P -0.541 4.235 4.481  0.8342
S -0.951 -6.945 -1.121  1.1630
H 1.322 3.567 -3.818  0.3611
H -2.093 3.546 5.370  0.3038
H -0.798 6.123 5.156  0.3447
H -1.724 -8.465 -2.303  0.3473
H 4.022 3.884 2.452  0.3571
H 3.146 2.685 0.288  0.3736
H -2.627 -2.538 -1.447  0.3417
H 1.581 -2.747 -2.248  0.3359
H 2.406 4.632 4.218  0.4423
H -0.764 2.759 1.975  0.5366
H -2.778 -4.960 -0.763  0.3504
H 1.341 -5.319 -1.863  0.3500
H -1.530 1.617 -2.422  0.2281

Cartesian forces, eV/Å:
-2.6 1.4 1.5
3.6 -0.3 -1.6
-0.1 -0.3 -0.2
2.0 1.4 -3.1
-2.8 1.7 -0.8
-0.4 3.9 0.1
-3.6 -2.1 -5.5
3.4 1.2 3.9
-0.5 -1.8 1.2
1.8 0.0 -2.2
-0.9 1.3 -1.9
0.9 2.7 0.3
3.7 -0.8 -2.4
-6.5 -0.1 3.6
-0.2 -2.2 -1.1
-2.1 0.7 0.5
0.7 -0.6 -0.1
-1.7 1.0 -0.8
3.0 0.6 -1.9
-2.0 -1.9 -2.3
-1.2 -0.1 0.4
-0.2 0.1 0.0
2.1 -2.6 1.4
0.2 2.4 2.2
-3.1 -1.2 2.3
2.1 0.8 0.3
-1.4 -1.2 -0.7
2.6 -0.5 -1.1
2.2 -0.4 0.7
1.7 -1.7 1.1
1.0 -3.3 3.9
0.7 0.3 -0.6
-1.3 -0.3 2.0
0.4 0.9 0.9
0.2 -1.5 0.0
0.0 -0.2 -0.4
-0.5 0.3 1.1
0.4 0.2 0.4
-1.5 -0.9 0.6
0.1 -0.1 0.0
-0.3 -0.1 -0.2
1.1 1.0 -0.4
-1.0 1.3 -0.5
-0.4 1.1 -0.5

=====

Record 6
Formula: C16H14AsFMoO11S
Source: OMol25
Level of theory: ωB97M-V/def2-TZVPD

Output
LUMO energy (spin up / spin down): -1.2580 / -1.2520 eV
E_tot: -4247.80255 hartree
2S+1: 1

Last column: Mulliken charge in e.
Atoms and positions in Å:
Mo 0.436 0.079 -0.926  1.5882
O 0.680 0.843 3.066  -0.5903
C 0.639 -0.217 2.158  1.2646
O 0.257 0.265 0.886  -0.2244
C 2.103 -0.692 2.040  -1.1080
O 2.384 -1.396 0.860  -0.3508
C 1.885 -2.707 0.757  -0.3971
C 0.520 -2.811 0.068  0.5090
O -0.197 -3.757 0.210  -0.5696
O 0.268 -1.812 -0.791  -0.8369
H -0.223 1.112 3.272  0.4655
H 2.713 0.210 2.011  0.3987
H 2.377 -1.278 2.921  0.5293
H 2.583 -3.263 0.127  0.4357
H 1.811 -3.215 1.721  0.3008
O 3.756 -0.116 -1.971  -0.5266
As 2.763 0.407 -3.306  1.0003
O 3.199 -0.313 -4.680  -0.6888
O 1.182 0.017 -2.665  -0.6621
C 2.654 2.324 -3.456  -0.1056
C 3.160 2.785 -4.666  -0.5786
C 3.123 4.137 -4.979  -0.5923
C 2.568 5.035 -4.083  -0.5958
C 2.047 4.580 -2.880  -0.5668
C 2.078 3.229 -2.570  0.4316
S 1.383 2.769 -0.993  1.6820
O 1.231 3.969 -0.243  -0.6692
O 2.196 1.658 -0.472  -0.5441
O 0.055 2.111 -1.290  -0.6671
H 4.463 -0.660 -2.344  0.3098
H 3.578 2.070 -5.364  0.5031
H 3.530 4.479 -5.921  0.3992
H 2.536 6.091 -4.312  0.4019
H 1.616 5.269 -2.169  0.4975
F -3.099 -4.085 3.810  -0.3359
C -2.211 -3.159 3.415  0.3926
C -2.567 -2.273 2.420  -0.6883
C -1.638 -1.330 2.010  0.0088
C -0.371 -1.278 2.583  -0.3898
C -0.058 -2.170 3.606  -0.3570
C -0.972 -3.121 4.026  -0.7545
H -3.547 -2.336 1.969  0.4315
H -1.906 -0.642 1.221  0.4138
H 0.904 -2.125 4.097  0.3908
H -0.739 -3.825 4.812  0.4448

Cartesian forces, eV/Å:
1.4 0.6 -0.1
0.1 -0.1 0.0
0.0 -0.1 0.1
-0.1 -0.1 -0.4
-0.1 0.1 0.0
0.1 -0.1 0.0
-0.1 0.1 0.0
0.2 -0.4 0.0
0.0 0.1 0.0
-0.3 0.2 0.1
-0.1 0.0 0.0
0.0 0.0 0.0
0.0 0.0 0.0
0.0 0.0 0.0
0.0 0.0 0.0
0.1 0.2 -0.1
-0.2 0.0 0.3
0.0 0.0 -0.1
0.0 -0.1 0.7
0.2 -0.2 -0.2
0.1 -0.1 0.0
0.0 0.1 0.1
0.0 -0.1 -0.1
-0.1 0.0 0.1
0.0 0.1 0.3
-0.7 0.5 -0.5
0.3 -0.2 0.2
-0.4 -0.7 -0.2
-0.4 0.1 -0.2
0.0 0.0 0.0
0.0 0.0 0.0
0.0 0.0 0.0
0.0 0.0 0.0
0.0 0.0 0.0
0.0 0.0 0.0
0.0 0.0 0.0
0.0 0.0 0.0
0.0 0.0 0.0
0.0 0.1 0.0
0.0 0.0 0.0
0.0 0.0 0.0
0.0 0.0 0.0
0.0 0.0 0.0
0.0 0.0 0.0
0.0 0.0 0.0

=====

So what do the calculations give for max |F|? Going down the list: 1.4 1.0 3.0 5.6 7.4 1.5 eV/Å.